# 1
Molecular formula: C27H25BrN7O2Ru
Method: DFT, the ωB97M-V functional and the def2-TZVPD basis

Last column: Löwdin spin population.
Element x y z (Å)
Ru1 8.9000 14.2486 9.7286  1.775
O1 8.0489 15.9396 7.9986  0.045
C1 8.9119 16.8792 7.4784  0.002
C2 8.4787 17.5720 6.3378  0.002
C3 9.1882 18.7424 6.0410  0.000
C4 10.3643 19.0863 6.6789  0.001
C5 10.9185 18.2552 7.6270  0.000
C6 10.2049 17.1202 8.0381  0.002
C7 10.8389 16.2398 9.1268  0.005
O2 9.9787 15.9055 10.1586  0.092
N1 11.2629 14.9673 8.4512  -0.039
N2 10.4917 13.8935 8.5889  -0.021
C8 10.8876 12.7142 8.0996  0.021
C9 10.0219 11.6261 8.3508  -0.039
Br1 8.0032 12.2347 8.6621  0.039
C10 10.1796 10.2710 8.3733  0.026
C11 11.4149 9.5615 8.7214  0.016
C12 12.4638 10.2635 9.3334  0.259
C13 13.6146 9.5959 9.7202  0.225
C14 13.7443 8.1819 9.6164  0.007
C15 12.6434 7.4366 9.0903  0.248
C16 11.5412 8.1490 8.6153  0.257
H1 7.2237 15.8680 7.4801  0.001
H2 7.6095 17.2123 5.7592  0.000
H3 8.7833 19.4980 5.3509  0.000
H4 10.8938 19.9873 6.4540  0.000
H5 11.8362 18.5536 8.0886  0.000
H6 11.8675 16.6117 9.5389  0.000
H7 11.7471 15.0321 7.5660  -0.002
H8 11.8255 12.6539 7.5351  0.000
H9 9.2931 9.6584 8.2054  0.001
H10 12.3541 11.3366 9.5379  0.009
H11 14.4339 10.1773 10.1724  0.007
H12 14.6056 7.6977 10.0721  -0.003
H13 12.7422 6.3447 9.0224  0.007
H14 10.6960 7.6504 8.1725  0.009
C17 6.8628 16.7607 11.4804  0.001
C18 7.4241 15.5415 12.1134  0.010
N3 7.9967 14.4421 11.5525  0.011
C19 8.3099 13.5115 12.5527  0.015
C20 7.7810 13.9699 13.7339  0.000
N4 7.1774 15.2413 13.4611  0.011
C21 6.7643 16.1371 14.5779  0.010
N5 7.8584 16.7416 15.4171  0.171
N6 7.7611 16.4587 16.7499  -0.049
N7 8.5463 17.2848 17.3989  0.126
C22 9.2184 18.1268 16.4924  0.008
C23 10.0717 19.1917 16.7469  0.221
C24 10.5124 19.8904 15.6039  0.198
C25 9.8949 19.7674 14.3320  0.005
C26 9.0347 18.6825 14.1214  0.229
C27 8.6651 17.8683 15.1955  0.051
H15 7.4518 17.0917 10.5699  0.000
H16 6.8619 17.5474 12.2241  0.000
H17 5.8018 16.5530 11.1457  0.000
H18 8.7750 12.5600 12.2409  0.005
H19 7.8001 13.5270 14.7599  0.000
H20 6.1653 15.5967 15.2754  0.000
H21 6.1722 16.9397 14.1457  0.004
H22 10.4202 19.4561 17.7285  0.008
H23 11.2797 20.6842 15.7226  0.006
H24 10.1403 20.3896 13.5115  -0.003
H25 8.5991 18.3959 13.1670  0.010

Summary:
HOMO-LUMO gap (alpha / beta) = 6.4 / 2.7 eV
DFT total energy = -4245.31751 hartree
ΔE to the lowest compared entry with this formula, charge and spin = 1.230 eV
strongest force on any atom = 0.0719 hartree/bohr
spin multiplicity = 5
HOMO energy (alpha / beta) = -15.033 / -15.032 eV
<S²> = 6.08
net charge = +3



# 2
Molecular formula: C19H37Br2O10PS4
Method: DFT, the ωB97M-V functional and the def2-TZVPD basis

Last column: Mulliken charge in e.
Element x y z (Å)
C1 1.2034 -3.4319 -2.3148  -0.906
C2 -0.4361 -3.6042 -2.5972  0.048
Br1 -0.7230 -3.1639 -4.5259  -0.131
C3 -1.1690 -2.4337 -1.7163  -0.663
Br2 -0.3482 -2.2109 0.1283  -0.079
C4 -2.7788 -2.6245 -1.4941  0.600
C5 -3.3149 -4.1719 -1.5150  -0.886
C6 -4.9004 -4.3704 -1.1531  0.044
P1 -5.7500 -5.3249 -2.5919  0.333
O1 -7.2035 -4.8151 -2.9457  -0.583
O2 -5.6067 -3.1546 -0.7256  -0.318
S1 -5.4803 -1.8858 -1.8532  1.107
O3 -5.6231 -0.5509 -1.0227  -0.641
O4 -6.5920 -1.8379 -2.9262  -0.556
C7 -3.7182 -1.7946 -2.5879  -0.614
H1 1.5223 -3.9793 -1.3049  0.285
H2 1.5193 -2.2822 -2.2974  0.191
H3 1.7433 -4.0182 -3.1913  0.397
H4 -0.6900 -4.7023 -2.2854  0.321
H5 -0.9827 -1.4070 -2.2869  0.417
H6 -3.0631 -2.1784 -0.4386  -0.095
H7 -2.5963 -4.7989 -0.8012  0.251
H8 -3.1230 -4.6032 -2.6000  0.227
H9 -4.9350 -5.1151 -0.2207  0.411
H10 -4.8453 -5.3845 -3.7330  0.091
H11 -5.9078 -6.7206 -2.1628  0.108
H12 -3.3640 -0.6722 -2.5448  0.423
H13 -3.6808 -2.2385 -3.6701  0.303
C8 1.9088 3.1821 -0.6160  -0.350
C9 3.0144 2.9322 -1.6407  -0.630
C10 3.3378 1.4393 -1.6115  -0.778
S2 1.8406 0.6138 -1.0933  1.391
O5 2.0751 0.0023 0.1980  -0.721
O6 1.2912 -0.1246 -2.2128  -0.733
C11 0.8744 2.0915 -0.8510  -0.610
H14 1.4728 4.1796 -0.7242  0.440
H15 2.3186 3.0991 0.3977  0.024
H16 2.6567 3.2128 -2.6388  0.405
H17 3.9046 3.5332 -1.4302  0.273
H18 3.6322 1.0722 -2.5979  0.485
H19 4.1196 1.2134 -0.8812  0.265
H20 0.1920 1.9581 -0.0099  0.153
H21 0.3093 2.2760 -1.7695  0.429
C12 -3.3277 0.3111 2.2492  -0.208
C13 -3.4431 1.8054 1.9523  -0.639
C14 -2.8054 2.5557 3.1204  -0.666
S3 -1.5680 1.4616 3.8011  1.107
O7 -1.9709 1.0870 5.1403  -0.691
O8 -0.2507 1.9895 3.5066  -0.614
C15 -1.8942 0.0915 2.7094  -0.182
H22 -3.5656 -0.2969 1.3715  -0.121
H23 -4.0253 0.0383 3.0501  0.352
H24 -2.9022 2.0361 1.0264  0.234
H25 -4.4844 2.1103 1.8086  0.369
H26 -2.3290 3.4827 2.7911  0.345
H27 -3.5362 2.7706 3.9048  0.375
H28 -1.7532 -0.8514 3.2405  0.471
H29 -1.1963 0.1593 1.8696  -0.159
C16 5.4588 1.7461 2.6038  -0.767
C17 6.6014 2.5845 3.1749  -0.689
C18 6.9681 3.6343 2.1273  -0.674
S4 5.4813 3.9407 1.1853  1.300
O9 5.6953 3.4880 -0.1732  -0.683
O10 4.9878 5.2685 1.4916  -0.722
C19 4.4649 2.7426 2.0261  0.355
H30 4.9968 1.1149 3.3684  0.432
H31 5.8405 1.0930 1.8099  0.281
H32 6.2656 3.0814 4.0932  0.299
H33 7.4667 1.9663 3.4340  0.356
H34 7.3026 4.5657 2.5911  0.342
H35 7.7341 3.2639 1.4405  0.356
H36 3.7619 2.2906 1.3243  -0.651
H37 3.9221 3.2632 2.8208  0.361

Summary:
HOMO-LUMO gap = 9.7 eV
DFT total energy = -8580.46947 hartree
strongest force on any atom = 0.1681 hartree/bohr
HOMO energy = -9.925 eV
structure (SMILES) = C[C@H](Br)[C@H](Br)[C@@H]1C[C@H]([PH2]=O)OS(=O)(=O)C1.O=S1(=O)CCCC1.O=S1(=O)CCCC1.O=S1(=O)CCCC1



# 3
Molecular formula: C36H72O36
Method: DFT, the ωB97M-V functional and the def2-TZVPD basis

Last column: Mulliken charge in e.
Element x y z (Å)
C1 4.2744 -1.2437 10.2433  -0.597
O1 3.2271 -1.1066 11.1813  -0.322
C2 1.8941 -1.3538 10.9665  0.752
O2 1.0983 -1.1650 11.8278  -0.521
O3 1.6425 -1.8473 9.7677  -0.319
C3 0.2625 -1.9507 9.4264  -0.635
H1 4.0738 -0.6729 9.3366  0.293
H2 4.4948 -2.2317 9.8390  0.280
H3 5.1531 -0.8792 10.7754  0.240
H4 -0.1405 -2.8230 9.9410  0.280
H5 0.1175 -2.0104 8.3478  0.239
H6 -0.3079 -1.0823 9.7563  0.311
C4 -1.9357 -6.0475 0.2353  -0.574
O4 -2.9161 -5.8064 1.2582  -0.309
C5 -4.0188 -4.9737 0.9085  0.765
O5 -4.0791 -4.3221 -0.1191  -0.553
O6 -5.0155 -5.3244 1.6886  -0.291
C6 -6.3453 -5.1203 1.3966  -0.616
H7 -1.1866 -6.7100 0.6690  0.219
H8 -1.4856 -5.0670 0.0798  0.277
H9 -2.4272 -6.3855 -0.6770  0.270
H10 -6.6976 -5.7212 0.5582  0.288
H11 -6.4809 -4.1153 0.9971  0.310
H12 -6.8937 -5.3133 2.3186  0.215
C7 -1.7377 1.5862 -1.0014  -0.634
O7 -0.3291 1.3671 -0.6260  -0.298
C8 0.0734 0.9392 0.6173  0.802
O8 -0.6802 0.7864 1.5948  -0.596
O9 1.3843 0.6725 0.6035  -0.281
C9 2.0442 0.2050 1.7118  -0.695
H13 -1.7419 2.5571 -1.4967  0.239
H14 -2.4010 1.5736 -0.1365  0.313
H15 -2.2107 0.9236 -1.7262  0.279
H16 3.0864 0.5059 1.6054  0.250
H17 2.2148 -0.8637 1.5818  0.295
H18 1.6252 0.4190 2.6951  0.324
C10 1.0651 1.4264 -6.6916  -0.646
O10 1.6200 0.2088 -6.1855  -0.296
C11 2.7321 0.2665 -5.4414  0.806
O11 3.3487 1.2547 -5.0484  -0.567
O12 3.0339 -1.0209 -5.1474  -0.301
C12 4.2050 -1.2542 -4.3300  -0.646
H19 0.6026 2.0649 -5.9390  0.267
H20 0.3586 1.2299 -7.4980  0.255
H21 1.8551 1.9337 -7.2453  0.306
H22 4.0064 -1.1280 -3.2658  0.260
H23 4.9146 -0.4405 -4.4796  0.319
H24 4.6501 -2.2323 -4.5127  0.244
C13 -7.7454 12.2032 4.7699  -0.680
O13 -7.5479 11.0628 3.8789  -0.314
C14 -6.4998 10.2910 4.0985  0.817
O14 -5.6080 10.5090 4.9007  -0.571
O15 -6.6066 9.2856 3.2262  -0.305
C15 -5.6599 8.2455 3.2035  -0.653
H25 -8.7938 12.2337 5.0664  0.265
H26 -7.6085 13.1825 4.3112  0.270
H27 -7.2135 12.1573 5.7203  0.327
H28 -4.7693 8.7450 2.8222  0.291
H29 -5.8544 7.3535 2.6079  0.248
H30 -5.3118 7.9690 4.1987  0.304
C16 11.5792 3.0743 3.8868  -0.659
O16 10.8740 3.9589 2.9889  -0.310
C17 10.2030 3.4328 2.0483  0.834
O17 10.0086 2.2575 1.8927  -0.561
O18 9.7734 4.4029 1.2511  -0.326
C18 8.7790 4.0378 0.2633  -0.630
H31 12.4574 2.7510 3.3280  0.298
H32 11.0498 2.1915 4.2453  0.298
H33 11.9302 3.5503 4.8025  0.245
H34 8.5497 4.9566 -0.2764  0.232
H35 7.8948 3.6916 0.7986  0.295
H36 9.1871 3.4184 -0.5353  0.285
C19 6.9247 -10.6801 2.0991  -0.656
O19 6.3118 -10.2075 3.3057  -0.312
C20 5.7772 -8.9806 3.4443  0.762
O20 5.7102 -8.1575 2.5682  -0.545
O21 5.3488 -8.9694 4.7315  -0.278
C21 4.9416 -7.6995 5.2584  -0.662
H37 6.8399 -11.7665 2.1217  0.234
H38 7.9470 -10.3049 2.0521  0.286
H39 6.5761 -10.2635 1.1540  0.326
H40 4.2337 -7.1670 4.6231  0.303
H41 5.7897 -7.0729 5.5344  0.280
H42 4.3674 -7.8103 6.1782  0.262
C22 -2.9524 11.3218 -5.8711  -0.654
O22 -1.8789 10.8634 -5.0087  -0.313
C23 -1.3907 9.5941 -4.9731  0.727
O23 -1.7220 8.7083 -5.6758  -0.514
O24 -0.3688 9.5191 -4.0694  -0.310
C24 0.5410 8.3562 -3.9659  -0.621
H43 -3.1243 10.7486 -6.7822  0.316
H44 -2.8097 12.3668 -6.1465  0.256
H45 -3.9138 11.3330 -5.3576  0.280
H46 -0.1401 7.5588 -3.6689  0.269
H47 1.3290 8.2951 -3.2153  0.278
H48 1.0101 8.0163 -4.8893  0.288
C25 13.0902 -6.3270 8.8361  -0.607
O25 13.0970 -5.8546 7.4383  -0.313
C26 11.9751 -5.1849 6.9799  0.796
O26 11.0577 -4.7272 7.6642  -0.576
O27 12.1015 -5.0300 5.6805  -0.292
C27 10.9867 -4.5255 4.9437  -0.681
H49 12.6442 -5.6007 9.5156  0.314
H50 14.1646 -6.3447 9.0185  0.225
H51 12.7293 -7.3556 8.8405  0.268
H52 10.1397 -5.1990 4.8132  0.291
H53 11.3110 -4.1978 3.9561  0.267
H54 10.5030 -3.6560 5.3889  0.308
C28 -5.0402 -7.6910 -11.7379  -0.634
O28 -4.2928 -7.2585 -10.5922  -0.298
C29 -4.8277 -6.5189 -9.6346  0.782
O29 -5.9868 -6.0747 -9.6144  -0.576
O30 -3.9612 -6.4937 -8.5801  -0.306
C30 -4.2208 -5.7376 -7.3410  -0.629
H55 -5.4836 -6.7916 -12.1651  0.305
H56 -5.8086 -8.4492 -11.5868  0.281
H57 -4.3345 -8.0465 -12.4887  0.244
H58 -4.8046 -4.8314 -7.5023  0.304
H59 -3.3124 -5.3974 -6.8439  0.257
H60 -4.7668 -6.3662 -6.6375  0.270
C31 -5.5047 0.5364 -11.5411  -0.618
O31 -6.1505 1.7061 -11.0912  -0.281
C32 -6.4218 1.8966 -9.7609  0.758
O32 -6.1406 1.1169 -8.8065  -0.576
O33 -7.0568 3.0997 -9.5920  -0.281
C33 -7.3897 3.5576 -8.3593  -0.628
H61 -6.2106 -0.2777 -11.7057  0.276
H62 -4.7171 0.2678 -10.8370  0.316
H63 -5.0666 0.7939 -12.5055  0.220
H64 -6.6042 3.3903 -7.6224  0.316
H65 -8.2463 2.9526 -8.0621  0.283
H66 -7.5312 4.6367 -8.4206  0.216
C34 -8.4799 1.0310 3.7404  -0.675
O34 -8.8483 1.7465 2.5442  -0.286
C35 -9.9264 1.3987 1.9018  0.838
O35 -10.7509 0.4415 2.1383  -0.626
O36 -10.0388 2.1996 0.8792  -0.308
C36 -11.0953 2.0718 -0.0601  -0.648
H67 -8.5913 -0.0474 3.6278  0.301
H68 -9.0463 1.2143 4.6535  0.308
H69 -7.4891 1.3611 4.0526  0.259
H70 -10.7590 2.6909 -0.8918  0.220
H71 -11.9804 2.5674 0.3388  0.297
H72 -11.3561 1.0361 -0.2776  0.319

Summary:
HOMO-LUMO gap = 10.8 eV
DFT total energy = -4123.37789 hartree
ΔE to the lowest compared entry with this formula, charge and spin = 6.506 eV
strongest force on any atom = 0.1105 hartree/bohr
HOMO energy = -10.538 eV
structure (SMILES) = COC(=O)OC.COC(=O)OC.COC(=O)OC.COC(=O)OC.COC(=O)OC.COC(=O)OC.COC(=O)OC.COC(=O)OC.COC(=O)OC.COC(=O)OC.COC(=O)OC.COC(=O)OC



# 4
Molecular formula: C4H11O3Sc
Method: DFT, the ωB97M-V functional and the def2-TZVPD basis

Last column: natural (NBO) charge in e.
Element x y z (Å)
C1 -2.9465 1.4780 0.0029  -0.243
O1 -0.2694 0.6450 0.0610  -0.987
C2 -0.2037 -0.7249 0.2786  -0.083
C3 1.0841 -1.3141 -0.2718  -0.097
O2 2.1495 -0.5105 0.2185  -0.625
C4 3.4340 -0.9478 -0.1708  -0.255
Sc1 1.4616 1.7297 0.2278  0.783
H1 -2.3688 2.3182 -0.4138  0.180
H2 -2.9779 0.6346 -0.6999  0.191
H3 -2.7380 1.2265 1.0559  0.183
H4 -1.0385 -1.2818 -0.1941  0.171
H5 -0.2674 -0.9700 1.3604  0.156
H6 1.0887 -1.2848 -1.3764  0.179
H7 1.2212 -2.3595 0.0530  0.184
H8 4.1598 -0.2153 0.2024  0.204
H9 3.6497 -1.9364 0.2626  0.188
H10 3.5118 -1.0079 -1.2683  0.186
O3 -4.4165 1.9361 -0.0132  -0.767
H11 -4.5339 2.5850 0.6853  0.454

Summary:
HOMO-LUMO gap (alpha / beta) = 6.2 / 5.7 eV
DFT total energy = -1145.32160 hartree
ΔE to the lowest compared entry with this formula, charge and spin = 0.000 eV
strongest force on any atom = 0.0614 hartree/bohr
HOMO energy (alpha / beta) = -6.572 / -5.446 eV